Entry from the Open Molecules 2025 dataset: C16H36BEuNO6P as an isolated structure at a distorted geometry (ωB97M-V/def2-TZVPD).

Geometry as XYZ:
```
62
Properties=species:S:1:pos:R:3
C -1.810 -1.617 5.878
C -0.618 -2.204 5.170
O 0.207 -2.807 5.710
O -0.515 -2.029 3.794
C -1.698 -2.510 3.137
C -1.355 -2.905 1.710
C -1.510 -1.728 0.694
C -0.150 -1.118 0.336
P 0.123 -0.386 -1.439
C 0.396 0.390 -3.181
C -1.749 0.256 -1.541
C -2.099 1.282 -0.459
C -1.621 2.709 -0.786
C -1.206 3.463 0.502
C 0.180 4.142 0.411
N 0.166 5.521 0.934
C 2.017 -0.726 -1.141
O 2.924 0.258 -1.724
C 3.359 1.200 -0.803
C 4.852 1.388 -0.753
O 2.653 1.836 -0.150
C -0.237 -2.164 -2.153
B 0.486 -2.622 -3.482
O 1.836 -3.175 -3.508
O -0.136 -2.483 -4.764
H -1.671 -1.702 6.944
H -2.710 -2.172 5.627
H -1.903 -0.579 5.571
H -2.511 -1.783 3.150
H -2.081 -3.407 3.624
H -0.385 -3.388 1.637
H -2.090 -3.661 1.438
H -2.136 -1.009 1.213
H -2.109 -2.121 -0.124
H 0.592 -1.873 0.587
H 0.058 -0.282 1.015
H 0.416 0.936 -0.905
H -0.379 0.151 -3.909
H 0.332 1.472 -3.066
H 1.359 0.193 -3.698
H -2.472 -0.550 -1.616
H -1.891 0.842 -2.444
H -1.823 0.968 0.541
H -3.192 1.303 -0.476
H -2.475 3.257 -1.173
H -0.817 2.745 -1.518
H -1.187 2.798 1.363
H -1.933 4.230 0.749
H 0.492 4.159 -0.628
H 0.873 3.552 1.010
H 0.429 5.528 1.912
H 0.929 6.016 0.484
H 2.148 -0.562 -0.079
H 2.319 -1.759 -1.299
H 5.064 2.267 -1.360
H 5.180 1.611 0.251
H 5.392 0.568 -1.211
H -1.294 -2.382 -2.285
H 0.085 -2.869 -1.380
H 1.980 -3.705 -2.713
H 0.499 -2.026 -5.342
Eu 2.416 -0.738 -4.279
```

Its total energy is -2213.50678 a.u. The total charge is +1. Its expectation value of S² is 15.761. The LUMO energy (spin up / spin down) comes out at -5.247 / -5.129 eV. The spin multiplicity is 8. The frontier orbital gap (spin up / spin down) comes out at 5.08 / 5.21 eV.

Here are the Löwdin charges for atoms 1 to 6, given in e: 0.018 -0.556 0.177 -0.023 -0.206 -0.160

Entry from the Open Molecules 2025 dataset: a 5-piece molecular cluster, C16H36BF2O18PS4 overall (ωB97M-V/def2-TZVPD).

Geometry as XYZ:
```
78
Properties=species:S:1:pos:R:3
C -5.242 -4.292 -4.167
C -4.832 -3.459 -2.965
O -3.520 -2.978 -3.155
P -2.570 -2.395 -1.768
C -1.346 -3.763 -1.871
C 0.015 -3.260 -2.367
C 1.170 -4.241 -2.163
F 1.555 -4.796 -3.388
B -2.421 -0.874 -2.967
C -3.404 0.338 -2.812
O -1.463 -0.854 -3.963
C -1.696 -1.655 -0.180
C -1.232 -0.217 -0.225
F -2.622 -1.756 0.886
H -6.279 -4.623 -4.083
H -4.609 -5.182 -4.229
H -5.093 -3.727 -5.088
H -4.885 -4.077 -2.057
H -5.529 -2.617 -2.840
H -3.718 -2.508 -0.954
H -1.726 -4.503 -2.577
H -1.260 -4.247 -0.895
H 0.288 -2.325 -1.864
H -0.044 -3.044 -3.436
H 0.892 -5.072 -1.512
H 2.048 -3.735 -1.764
H -3.887 0.596 -3.758
H -2.802 1.186 -2.467
H -4.158 0.146 -2.049
H -0.552 -0.884 -3.660
H -0.854 -2.286 0.117
H -2.058 0.477 -0.393
H -0.803 0.034 0.752
H -0.432 -0.068 -0.955
O 1.881 -0.932 -0.348
S 2.279 -1.982 0.527
O 1.389 -3.055 0.804
O 2.789 -1.325 1.872
C 4.141 -1.736 2.166
C 4.744 -1.965 0.795
O 3.668 -2.580 0.045
H 4.111 -2.650 2.760
H 4.610 -0.932 2.717
H 5.590 -2.646 0.800
H 5.015 -1.025 0.314
O -4.938 1.491 -0.223
S -4.479 2.712 0.332
O -3.615 2.722 1.458
O -5.747 3.639 0.599
C -5.608 4.900 -0.076
C -4.776 4.564 -1.300
O -3.816 3.619 -0.801
H -5.096 5.601 0.584
H -6.600 5.271 -0.318
H -4.240 5.417 -1.704
H -5.371 4.089 -2.081
O 5.661 1.181 1.868
S 6.137 1.286 3.204
O 5.720 0.335 4.174
O 5.890 2.762 3.720
C 7.116 3.355 4.183
C 8.178 2.698 3.321
O 7.729 1.334 3.220
H 7.243 3.121 5.240
H 7.049 4.430 4.043
H 9.166 2.702 3.771
H 8.217 3.133 2.321
O 1.603 5.200 2.798
S 1.627 3.844 3.225
O 2.396 3.469 4.360
O 2.009 2.938 1.974
C 1.004 1.931 1.750
C -0.275 2.576 2.242
O 0.148 3.294 3.419
H 1.266 1.044 2.328
H 0.981 1.684 0.692
H -1.045 1.864 2.521
H -0.681 3.286 1.520
```

Its total energy is -4144.17168 a.u. Its SMILES is CCO[PH](CCCF)(B(C)O)[C@@H](C)F.O=S1(=O)OCCO1.O=S1(=O)OCCO1.O=S1(=O)OCCO1.O=S1(=O)OCCO1. The LUMO energy comes out at 0.263 eV. The frontier orbital gap comes out at 8.39 eV.

Here are the Löwdin charges for atoms 1 to 6, given in e: -0.087 -0.360 -0.385 0.955 -0.251 -0.204

Entry from the Open Molecules 2025 dataset: a 2-piece molecular cluster, C16H36BNO5P overall at a distorted geometry (ωB97M-V/def2-TZVPD).

Geometry as XYZ:
```
60
Properties=species:S:1:pos:R:3
C -0.432 0.568 -2.035
C -1.575 0.121 -1.073
C -2.183 -1.236 -1.443
C -1.376 -2.458 -0.986
C -0.069 -2.732 -1.735
N -0.223 -3.425 -3.022
C -1.154 -3.364 -3.891
C -0.933 -4.253 -5.063
C 0.635 -4.430 -5.020
B 1.386 -3.369 -5.947
C 0.647 -2.449 -6.997
O 2.735 -3.294 -5.795
C 0.818 -4.349 -3.501
H 0.514 0.426 -1.505
H -0.420 -0.115 -2.887
H -0.509 1.609 -2.327
H -1.295 0.202 -0.023
H -2.367 0.861 -1.214
H -3.147 -1.298 -0.930
H -2.413 -1.219 -2.509
H -1.146 -2.423 0.078
H -2.010 -3.341 -1.130
H 0.528 -3.404 -1.117
H 0.548 -1.850 -1.903
H -2.036 -2.745 -3.794
H -1.321 -5.251 -4.815
H -1.415 -3.957 -5.988
H 0.784 -5.472 -5.306
H 1.327 -2.126 -7.789
H -0.162 -2.970 -7.509
H 0.265 -1.569 -6.468
H 3.067 -2.684 -6.464
H 1.854 -4.083 -3.277
H 0.694 -5.299 -2.969
O 1.607 2.775 5.523
P 0.337 3.257 4.936
O 0.688 3.808 3.441
C 1.635 3.146 2.610
C 0.953 2.245 1.598
O 0.047 4.638 5.720
C 0.697 4.939 6.959
C 1.882 5.854 6.733
O -1.260 3.072 4.711
C -1.774 1.925 4.030
C -1.200 0.619 4.542
H 2.351 2.574 3.202
H 2.191 3.926 2.087
H 0.486 1.387 2.090
H 1.682 1.862 0.881
H 0.175 2.784 1.055
H 0.997 4.028 7.475
H -0.040 5.438 7.589
H 2.560 5.443 5.985
H 2.436 6.008 7.660
H 1.548 6.823 6.361
H -1.614 2.037 2.953
H -2.852 1.933 4.188
H -0.113 0.580 4.407
H -1.639 -0.226 4.011
H -1.402 0.505 5.607
```

Its total energy is -1428.27527 a.u. The total charge is +1. The LUMO energy comes out at -3.913 eV. The frontier orbital gap comes out at 7.75 eV.

Here are the Löwdin charges for atoms 1 to 6, given in e: -0.089 -0.234 -0.217 -0.155 -0.096 -0.012

Question: Number 3 is which compound?
Answer: C16H36BNO5P

Question: Which value of total energy does entry 2 give?
Answer: -4144.17168 a.u.

Please write out number 3 again, unchanged.
Entry from the Open Molecules 2025 dataset: a 2-piece molecular cluster, C16H36BNO5P overall at a distorted geometry (ωB97M-V/def2-TZVPD).

Geometry as XYZ:
```
60
Properties=species:S:1:pos:R:3
C -0.432 0.568 -2.035
C -1.575 0.121 -1.073
C -2.183 -1.236 -1.443
C -1.376 -2.458 -0.986
C -0.069 -2.732 -1.735
N -0.223 -3.425 -3.022
C -1.154 -3.364 -3.891
C -0.933 -4.253 -5.063
C 0.635 -4.430 -5.020
B 1.386 -3.369 -5.947
C 0.647 -2.449 -6.997
O 2.735 -3.294 -5.795
C 0.818 -4.349 -3.501
H 0.514 0.426 -1.505
H -0.420 -0.115 -2.887
H -0.509 1.609 -2.327
H -1.295 0.202 -0.023
H -2.367 0.861 -1.214
H -3.147 -1.298 -0.930
H -2.413 -1.219 -2.509
H -1.146 -2.423 0.078
H -2.010 -3.341 -1.130
H 0.528 -3.404 -1.117
H 0.548 -1.850 -1.903
H -2.036 -2.745 -3.794
H -1.321 -5.251 -4.815
H -1.415 -3.957 -5.988
H 0.784 -5.472 -5.306
H 1.327 -2.126 -7.789
H -0.162 -2.970 -7.509
H 0.265 -1.569 -6.468
H 3.067 -2.684 -6.464
H 1.854 -4.083 -3.277
H 0.694 -5.299 -2.969
O 1.607 2.775 5.523
P 0.337 3.257 4.936
O 0.688 3.808 3.441
C 1.635 3.146 2.610
C 0.953 2.245 1.598
O 0.047 4.638 5.720
C 0.697 4.939 6.959
C 1.882 5.854 6.733
O -1.260 3.072 4.711
C -1.774 1.925 4.030
C -1.200 0.619 4.542
H 2.351 2.574 3.202
H 2.191 3.926 2.087
H 0.486 1.387 2.090
H 1.682 1.862 0.881
H 0.175 2.784 1.055
H 0.997 4.028 7.475
H -0.040 5.438 7.589
H 2.560 5.443 5.985
H 2.436 6.008 7.660
H 1.548 6.823 6.361
H -1.614 2.037 2.953
H -2.852 1.933 4.188
H -0.113 0.580 4.407
H -1.639 -0.226 4.011
H -1.402 0.505 5.607
```

Its total energy is -1428.27527 a.u. The total charge is +1. The LUMO energy comes out at -3.913 eV. The frontier orbital gap comes out at 7.75 eV.

Here are the Löwdin charges for atoms 1 to 6, given in e: -0.089 -0.234 -0.217 -0.155 -0.096 -0.012

Question: What is the total energy in the second record?
Answer: -4144.17168 a.u.